The following is a quantum chemistry calculation of a molecular structure, C6H22BN2NbO5P in a non-equilibrium geometry, from OMol25.

Atoms and positions in Å:
N: -0.541501 3.601743 0.519135
C: -0.564362 2.486489 1.480564
C: 0.566332 1.491513 1.192146
Nb: -0.355446 -0.312746 0.166680
C: 1.471500 -0.251315 -1.123337
N: 0.890868 -0.106639 -2.460338
C: -1.413919 -0.649378 2.164937
C: -1.306547 -1.964605 2.851129
O: -1.629919 -3.042948 2.392036
C: -1.948033 0.463533 -1.131273
B: -2.509588 -0.392981 -2.285473
O: -3.170712 -1.609996 -2.072156
O: -2.381497 -0.044129 -3.618030
P: 1.438589 -1.582170 1.656231
O: 1.443132 -1.219053 3.131470
H: -0.935519 4.445548 0.920290
H: 0.428929 3.814379 0.311779
H: -0.502114 2.832732 2.521198
H: -1.554683 2.009726 1.385226
H: 1.332011 1.948299 0.554865
H: 1.072398 1.193038 2.113873
H: -0.449077 -2.054010 -0.384093
H: 2.131114 0.586695 -0.891936
H: 2.090259 -1.145040 -1.013289
H: 1.540819 0.372228 -3.076222
H: 0.731139 -1.017817 -2.876211
H: -2.472062 -0.436892 1.951542
H: -1.018133 0.109358 2.843029
H: -0.915543 -1.913897 3.886825
H: -1.484592 1.407147 -1.462869
H: -2.767799 0.701809 -0.431654
H: -4.066409 -1.561748 -1.741638
H: -1.741855 0.667359 -3.711789
H: 2.746058 -1.372207 1.096734
H: 1.458845 -2.996698 1.503601
O: 4.416467 -1.427749 -2.168089
H: 4.925230 -1.312954 -1.359547
H: 5.045623 -1.716622 -2.835346

Atoms 1-2, force components in eV/Å:
N 0.2439 0.0859 -0.0204
C -0.1328 -0.1166 -0.1404

Total charge = -1
HOMO-LUMO gap = 6.69 eV
HOMO energy = -4.05 eV

The following is a quantum chemistry calculation of a molecular structure, C6H18F2HfO6 in a non-equilibrium geometry, from OMol25.

Atoms and positions in Å:
Hf: -6.997564 8.759137 -9.454524
F: -7.567758 8.816668 -11.063430
F: -7.439171 10.428857 -9.697957
C: -8.567965 8.232021 -13.263101
C: -9.831963 8.374531 -12.426431
O: -9.871010 9.433583 -11.532095
O: -7.972636 9.439204 -13.651519
H: -8.877153 7.535717 -14.042625
H: -7.787681 7.683075 -12.735927
H: -10.124885 7.467547 -11.897586
H: -10.660080 8.439214 -13.132224
H: -10.151148 9.029929 -10.707369
H: -8.367248 9.629514 -14.505723
C: -5.735132 7.358831 -11.703425
C: -6.582540 6.109259 -11.823506
O: -7.973437 6.429973 -11.715628
O: -5.835832 7.907083 -10.374165
H: -5.994152 8.122054 -12.437243
H: -4.695047 7.172717 -11.971183
H: -6.469086 5.383324 -11.018364
H: -6.517716 5.766783 -12.856268
H: -8.098342 6.786568 -10.833111
H: -4.941165 7.680875 -10.109601
C: -6.051486 10.993471 -13.840735
C: -5.364298 10.736588 -12.428897
O: -6.263181 10.093911 -11.514330
O: -7.192937 11.867590 -13.531550
H: -6.442435 10.012129 -14.109486
H: -5.308649 11.306463 -14.574438
H: -5.094754 11.746015 -12.118259
H: -4.528583 10.044013 -12.528942
H: -5.727123 9.551122 -10.931549
H: -7.700835 12.068831 -14.320945

Atoms 1-2, force components in eV/Å:
Hf -9.6004 5.0550 12.0202
F -6.0535 -4.0637 -2.9304

ΔE to the lowest compared entry with this formula, charge and spin = 430.47 kJ/mol
Total charge = +2
HOMO-LUMO gap = 3.90 eV
HOMO energy = -14.97 eV

The following is a quantum chemistry calculation of a single C4H10N2 molecule in a non-equilibrium geometry, from OMol25.

Atoms and positions in Å:
C: -1.378066 0.205480 -0.568938
C: -0.233474 -0.610147 -0.098122
C: 1.678506 0.874322 0.162480
C: 2.141723 -0.502482 0.148090
H: -2.498088 0.215097 1.256425
H: -3.442627 0.283791 -0.092716
H: -1.004016 1.239177 -0.547749
H: -1.664179 -0.012162 -1.622608
H: -0.171052 -0.595893 0.987063
H: -0.288352 -1.695436 -0.415693
H: 1.117609 1.238239 1.040379
H: 2.262303 1.583258 -0.373413
H: 1.983595 -1.252659 0.985121
H: 3.052834 -0.737767 -0.447376
N: -2.571348 -0.080193 0.274376
N: 1.014638 -0.152627 -0.687317

Atoms 1-2, force components in eV/Å:
C -1.4985 0.3883 -0.1241
C 0.7451 -2.1599 -0.9163

ΔE to the lowest compared entry with this formula, charge and spin = 186.25 kJ/mol
Structure (SMILES) = NCCN1CC1
HOMO-LUMO gap = 10.41 eV
HOMO energy = -9.23 eV

The following is a quantum chemistry calculation of a gas-phase ion, C4H7N2O (charge +1) in a non-equilibrium geometry, from OMol25.

Atoms and positions in Å:
C: -0.519184 -0.123262 1.295593
C: 0.448325 0.751250 -1.581770
C: -0.784751 1.102505 -0.883409
C: 1.302370 -1.327446 0.221713
N: -1.223882 0.102718 0.116346
N: 0.691929 -0.721578 1.250554
O: 1.414046 0.777867 -2.213285
H: -1.142566 0.003817 2.157634
H: -0.420970 2.033044 -0.541526
H: -1.569593 1.109359 -1.617602
H: 0.599130 -1.643819 -0.657677
H: 2.357702 -1.620387 0.071858
H: -2.240970 0.193866 0.205529
H: 1.088415 -0.637932 2.176042

Atoms 1-2, force components in eV/Å:
C -0.2522 -0.1002 -1.4444
C 3.7390 -1.4668 -1.2881

ΔE to the lowest compared entry with this formula, charge and spin = 479.69 kJ/mol
Total charge = +1
HOMO-LUMO gap (alpha / beta) = 6.54 / 6.11 eV
HOMO energy (alpha / beta) = -11.43 / -11.27 eV

| no. | molar mass (g/mol) |
| --- | --- |
| 1 | 336.943 |
| 2 | 402.690 |
| 3 | 86.138 |
| 4 | 99.113 |